# 1
C3H2MgO3Rb as an isolated structure. Source: OMol25; level of theory: ωB97M-V/def2-TZVPD.

XYZ file:
```
10
Properties=species:S:1:pos:R:3:forces:R:3:mulliken_spin:R:1
H 0.025 -0.460 -1.104 1.442 -0.863 2.494 0.0070
O -2.315 -0.047 -0.205 1.514 0.635 -0.464 0.2580
C 2.320 0.463 0.105 -1.059 -0.530 1.525 0.0007
O 2.595 -0.714 -0.190 1.023 0.284 0.025 0.0023
C 0.054 -0.174 0.094 -1.180 -0.462 -3.021 0.0926
O 1.033 0.787 0.357 1.705 0.865 -0.540 -0.0020
C -1.219 0.425 -0.340 -2.610 0.375 1.506 0.5949
Rb -6.697 0.326 -0.430 0.001 -0.004 -0.010 0.0004
Mg 4.268 0.318 0.824 -1.152 -0.151 -0.886 -0.0008
H -0.065 -0.924 0.887 0.317 -0.150 -0.628 0.0471
```
Positions in Å, forces in eV/Å.

spin multiplicity	2
HOMO-LUMO gap (spin up / spin down)	4.570 / 6.972	eV
net charge	+2
largest force on an atom	3.28	eV/Å
energy above the lowest of the compared OMol25 structures with the same formula, charge and spin	55.1	kcal per mole

# 2
C38H29Br2F3InN5O3P2S2 as an isolated structure. Source: OMol25; level of theory: ωB97M-V/def2-TZVPD.

XYZ file:
```
85
Properties=species:S:1:pos:R:3:forces:R:3:lowdin_charge:R:1
H 2.395 4.097 -2.261 0.018 0.010 0.024 -0.0059
C -2.840 1.050 -0.741 -0.184 0.130 0.027 -0.3842
N 5.542 0.532 4.258 0.047 -0.113 -0.135 -0.1915
C 4.741 0.401 3.208 -0.210 0.321 0.253 -0.3023
C 5.194 -0.534 2.265 0.104 -0.306 -0.358 -0.2998
H -4.268 -0.559 -0.586 0.030 -0.007 -0.010 0.1223
N 1.645 1.551 1.557 0.168 0.441 0.578 -0.0046
C 4.844 -1.717 0.072 0.011 -0.021 -0.025 0.0578
C -4.067 -1.157 3.186 -0.041 0.053 0.023 -0.0489
O 1.929 1.710 -2.174 -0.863 -0.461 -0.387 -0.4567
C 3.027 2.098 3.895 -0.018 0.066 0.084 0.0635
C -5.075 1.304 0.094 0.012 0.080 0.011 -0.0436
H -1.242 1.295 2.265 0.037 0.021 -0.027 0.0643
C -3.233 0.162 -5.085 0.025 0.008 0.002 -0.0390
C 4.059 -1.886 -1.044 -0.007 -0.025 -0.036 0.0194
S 6.772 -0.480 4.018 -0.086 0.005 -0.037 1.1018
H 4.336 -2.578 -1.826 0.006 -0.005 -0.003 0.1301
C -3.081 1.035 3.325 -0.009 -0.046 -0.021 -0.0575
H -5.633 3.288 0.683 0.000 0.009 0.013 0.1194
H 5.764 -2.271 0.208 0.008 -0.001 0.010 0.1374
H -3.455 4.285 0.071 0.011 0.008 -0.008 0.1175
N 2.499 -0.272 -0.249 0.425 -0.414 0.063 0.0310
O -0.072 2.012 -3.552 -0.020 0.100 -0.006 -0.2772
Br 3.871 3.676 -0.296 -0.149 -0.006 0.010 0.7121
H -3.836 0.860 -5.648 -0.006 0.008 -0.005 0.1195
C -1.663 -1.628 -3.651 0.099 -0.075 -0.082 -0.0876
F 3.417 1.133 -4.665 -0.042 -0.015 0.035 0.1630
H -6.035 0.880 0.353 -0.008 -0.024 -0.014 0.1202
C -2.035 0.603 2.521 0.019 0.119 -0.006 -0.1086
C -0.163 -2.855 1.381 0.080 -0.137 -0.090 -0.3623
H 2.265 -1.228 -2.057 -0.007 0.020 -0.007 0.1022
C -0.425 -5.247 1.354 0.012 0.021 0.001 -0.0499
H -3.015 -2.603 2.022 0.019 -0.011 0.002 0.1058
C 2.230 1.715 -4.796 0.107 -0.015 -0.066 -0.6764
H -4.912 0.478 4.287 -0.008 0.015 0.011 0.1182
H -3.058 1.465 -3.400 -0.001 0.007 0.033 0.1162
H -0.961 -6.127 1.026 -0.003 -0.012 -0.004 0.1185
In 0.678 0.984 -0.315 0.245 -0.106 -1.072 0.6555
P -0.668 -1.198 0.931 -0.138 0.328 0.160 0.9683
H -1.010 -2.327 -3.142 0.008 0.042 0.062 0.1038
C -2.021 -0.403 -3.091 0.006 0.074 -0.075 -0.3455
F 2.391 3.035 -4.825 -0.003 0.022 0.041 0.1587
C 0.684 -5.374 2.180 -0.004 -0.020 0.003 -0.0464
N -1.457 -1.400 -0.585 0.112 0.199 0.028 -0.3253
Br 0.650 4.031 -0.500 -0.037 0.093 -0.011 0.7866
C -3.622 3.224 -0.051 -0.020 -0.059 -0.004 -0.0476
H 1.456 3.518 4.263 -0.008 0.012 0.009 0.1308
H -1.678 2.849 -0.866 0.007 0.003 -0.033 0.0163
H -3.238 -1.328 -6.622 -0.006 -0.001 -0.004 0.1194
C 2.404 4.462 -1.244 0.038 0.029 0.060 -0.9274
C -2.108 -1.964 -4.916 -0.035 0.105 0.039 -0.0458
C 1.200 2.469 2.419 0.060 -0.104 -0.018 -0.1414
C -4.096 0.153 3.657 0.013 -0.036 -0.017 -0.0483
N 6.339 -1.115 2.602 -0.066 0.124 0.087 -0.1907
C 2.890 -1.144 -1.178 -0.008 0.074 0.104 -0.0549
F 1.655 1.310 -5.916 0.031 0.038 0.028 0.1751
H -4.859 -1.844 3.453 0.003 -0.012 0.000 0.1179
H -1.187 -2.210 -1.131 -0.165 -0.062 -0.004 0.0559
C -2.619 2.411 -0.560 0.024 0.059 -0.017 -0.1222
C 3.263 -0.095 0.849 -0.337 0.179 0.091 -0.1437
H 2.236 -4.352 3.250 0.007 0.001 0.007 0.1146
C -2.796 0.501 -3.815 -0.042 -0.040 -0.023 -0.0686
C -4.845 2.664 0.284 -0.039 -0.029 0.005 -0.0416
H 3.582 2.303 4.802 0.013 -0.008 -0.014 0.1396
P -1.529 0.059 -1.439 0.054 -0.110 -0.060 0.9402
H -1.835 -2.916 -5.348 0.003 -0.018 -0.012 0.1175
H 0.293 2.994 2.159 -0.033 -0.004 -0.056 0.0866
C -2.002 -0.697 2.034 -0.139 -0.271 0.171 -0.3585
C -4.084 0.497 -0.434 0.046 -0.121 0.070 -0.0621
C 3.507 1.142 3.001 0.218 -0.104 0.065 -0.0610
C 0.958 -2.990 2.199 0.007 -0.001 0.021 -0.0927
C 4.443 -0.801 1.047 0.132 0.032 0.211 -0.0599
C 1.374 -4.248 2.606 0.000 0.016 -0.020 -0.0566
H 2.473 5.539 -1.158 0.029 -0.012 -0.067 0.0177
H -3.103 2.052 3.693 0.016 0.015 0.002 0.1152
C 2.788 0.889 1.836 0.012 -0.162 -0.299 -0.1563
C -2.895 -1.067 -5.630 -0.005 -0.031 -0.039 -0.0368
C -0.853 -3.991 0.954 0.037 -0.011 0.036 -0.0921
O 1.028 -0.183 -3.410 0.036 0.175 -0.041 -0.3096
H 1.009 -6.356 2.494 0.005 -0.010 0.003 0.1190
H -1.731 -3.906 0.324 -0.013 0.008 -0.006 0.1056
C -3.027 -1.582 2.380 0.043 -0.015 -0.036 -0.0666
S 1.140 1.262 -3.390 0.306 0.000 0.785 0.5030
C 1.860 2.767 3.601 0.024 -0.050 -0.010 0.0130
H 1.503 -2.111 2.530 -0.012 0.020 -0.004 0.0978
```
Positions in Å, forces in eV/Å.

spin multiplicity	1
HOMO-LUMO gap	7.774	eV
net charge	+2
largest force on an atom	1.10	eV/Å
energy above the lowest of the compared OMol25 structures with the same formula, charge and spin	23.4	kcal per mole

# 3
A 2-piece molecular cluster, C3H6OS2 overall. Source: OMol25; level of theory: ωB97M-V/def2-TZVPD.

XYZ file:
```
12
Properties=species:S:1:pos:R:3:forces:R:3:mulliken_spin:R:1
H -0.779 -2.651 0.947 -0.916 -0.008 -0.572 -0.0142
H 0.723 0.983 1.352 -0.640 0.213 -0.087 -0.0005
C 0.569 1.648 0.462 1.480 -0.796 0.039 -0.0027
S -1.844 -1.149 -0.976 1.071 -0.082 0.059 0.3601
H 0.623 1.212 -1.582 -0.512 -0.011 -0.400 0.0019
S 0.369 -2.657 1.571 1.016 -0.183 0.932 0.5922
H -0.171 -0.767 0.631 0.316 -0.093 0.178 0.0132
H 0.698 -1.041 -0.896 -0.254 -0.675 -0.048 -0.0065
C -0.183 -0.576 -0.466 -1.091 1.086 -1.415 0.0519
O 1.105 2.732 0.500 -0.554 0.203 -0.333 -0.0007
H -1.071 1.314 -0.786 0.172 0.364 -0.723 -0.0024
C -0.039 0.951 -0.759 -0.087 -0.018 2.370 0.0077
```
Positions in Å, forces in eV/Å.

spin multiplicity	2
HOMO-LUMO gap (spin up / spin down)	7.819 / 4.613	eV
net charge	-1
largest force on an atom	2.37	eV/Å
energy above the lowest of the compared OMol25 structures with the same formula, charge and spin	7.1	kcal per mole

# 4
One molecule with the formula C2H7NO2S2. Source: OMol25; level of theory: ωB97M-V/def2-TZVPD.

XYZ file:
```
14
Properties=species:S:1:pos:R:3:forces:R:3:lowdin_charge:R:1
H -1.320 -1.159 0.108 -0.027 0.132 0.046 0.1405
S 1.968 1.061 -1.894 -0.115 -0.057 0.136 0.2655
C -0.985 -0.128 0.206 3.590 -0.112 1.143 -0.4454
O -1.063 0.465 -1.034 -0.754 0.052 -0.465 -0.0875
S 1.590 -0.570 -0.956 -0.503 -0.463 0.100 0.3078
H -1.433 1.517 1.310 -0.007 -0.127 0.056 0.0903
O 2.635 -1.550 -0.775 0.434 -0.202 0.085 -0.4703
H 0.559 -1.257 -1.611 0.550 0.738 0.472 0.0654
H -0.667 1.345 -1.035 0.132 -0.047 0.002 0.0652
H 0.956 -1.050 1.314 0.126 -0.208 0.060 0.0737
H -2.570 0.314 1.413 -0.020 0.055 -0.126 0.0858
N -1.585 0.515 1.309 -0.245 0.099 0.242 0.0547
C 0.799 -0.230 0.629 -3.315 -0.044 -1.716 -0.2124
H 1.115 0.727 1.017 0.152 0.183 -0.034 0.0667
```
Positions in Å, forces in eV/Å.

spin multiplicity	1
HOMO-LUMO gap	9.895	eV
largest force on an atom	3.77	eV/Å
energy above the lowest of the compared OMol25 structures with the same formula, charge and spin	65.8	kcal per mole
SMILES string	N[C@@H](O)C[S@H](=O)=S

# 5
A 2-piece molecular cluster, C17H19B2F6N2O6 overall. Source: OMol25; level of theory: ωB97M-V/def2-TZVPD.

XYZ file:
```
52
Properties=species:S:1:pos:R:3:forces:R:3:lowdin_charge:R:1
H -2.702 -2.167 -2.490 0.062 -0.216 -0.215 0.0763
B 4.634 3.359 1.137 -0.454 -0.261 0.062 -0.6030
H -2.531 0.586 -1.527 0.094 0.231 0.183 0.1209
N 2.973 1.585 0.550 0.393 -0.278 -0.731 0.2062
O 5.861 3.351 1.740 0.146 0.040 -0.630 0.1773
H -3.858 -0.867 -2.548 -0.226 -0.108 -0.046 0.0773
O -0.680 -2.985 -0.001 0.180 0.350 0.476 0.2113
C -4.617 -0.021 4.015 1.295 0.047 0.311 -0.7419
O -3.920 -0.816 4.858 -0.558 -0.143 -0.056 -0.3563
H 6.256 4.227 1.655 -0.017 0.079 0.598 0.1128
C -2.822 -1.119 -2.746 0.128 0.234 0.425 -0.0462
C 4.162 2.090 0.294 0.075 0.625 0.964 -0.1162
C 0.462 0.475 1.049 0.562 -0.028 -0.400 -0.0144
H 1.056 1.049 1.753 0.231 0.041 0.083 0.1306
C 1.350 -0.097 -0.031 -0.015 0.138 0.213 -0.0893
H -4.973 1.562 5.477 0.054 -0.106 0.039 0.0473
O 3.819 4.451 1.235 0.527 0.193 -0.476 0.1861
C 0.955 -1.155 -0.813 -0.293 -0.104 -0.068 0.0500
O -1.541 1.705 1.142 -1.409 0.856 0.566 0.2040
F 3.942 -1.504 -2.889 -0.047 0.039 0.047 0.1091
H -1.054 0.122 -2.312 0.355 -0.284 0.015 0.1094
F -0.286 2.022 -0.614 0.446 0.290 -0.692 0.1105
C -4.536 1.453 4.481 -0.499 0.365 -0.326 -0.1320
H -0.678 -3.017 -3.130 -0.229 0.439 0.179 0.1597
O -1.657 -0.988 -0.620 0.533 -0.287 -0.650 0.0947
C 1.441 -2.908 -2.605 0.083 0.012 -0.584 -0.3984
C 2.629 0.508 -0.215 -0.856 0.006 0.491 -0.1318
H 0.152 -3.302 0.365 -0.062 -0.368 -0.172 0.1123
B -0.520 -1.730 -0.502 -0.178 -0.090 0.240 -0.6341
H -3.495 1.786 4.522 0.073 -0.145 0.019 0.0531
H -2.617 -0.930 -3.795 0.104 -0.081 -0.150 0.0745
N 4.714 0.517 -1.412 -0.101 0.115 -0.020 0.1678
H -2.979 0.208 2.586 0.046 -0.022 0.174 0.0371
F 0.205 -1.383 -3.971 -0.122 0.282 0.088 0.1083
F 2.464 -3.391 -3.341 0.172 0.044 -0.033 0.1278
H -4.566 0.561 1.884 0.063 -0.039 -0.006 0.0510
H -5.081 2.132 3.801 0.035 -0.006 0.059 0.0447
C 0.250 -2.667 -3.579 0.235 -0.724 -0.085 -0.2813
F 0.433 -3.415 -4.692 0.015 -0.076 -0.064 0.0916
C -1.939 -0.275 -1.820 -0.835 0.518 0.001 -0.2206
H 5.999 1.995 -0.835 0.180 0.008 0.014 0.1194
C 5.030 1.545 -0.675 -0.087 -0.514 -0.387 -0.0609
H -5.716 -0.238 3.899 -0.024 -0.168 0.136 0.0933
H 3.227 4.489 0.477 -0.434 -0.035 0.317 0.1088
H -0.022 -0.293 1.641 -0.370 -0.090 -0.028 0.1474
C 3.062 -1.100 -1.971 0.001 -0.431 -0.379 -0.1364
C -4.025 -0.096 2.589 -0.510 0.186 -0.443 -0.1261
C -0.569 1.443 0.565 0.367 -0.950 0.380 -0.4871
C 1.847 -1.701 -1.802 0.074 0.341 0.463 0.0094
H -4.088 -1.117 2.201 0.010 -0.053 0.124 0.0534
C 3.477 -0.004 -1.187 0.839 0.245 -0.218 -0.1247
F 1.073 -3.935 -1.793 -0.052 -0.117 0.194 0.1175
```
Positions in Å, forces in eV/Å.

spin multiplicity	1
HOMO-LUMO gap	2.644	eV
net charge	-1
largest force on an atom	1.74	eV/Å

# 6
One molecule with the formula C4H5ClN2. Source: OMol25; level of theory: ωB97M-V/def2-TZVPD.

XYZ file:
```
12
Properties=species:S:1:pos:R:3:forces:R:3:lowdin_charge:R:1
C 0.443 -1.186 -0.283 -0.475 -0.541 -0.906 -0.6233
C -0.609 -0.464 0.552 -0.585 -0.412 0.282 -0.1850
C -1.370 0.687 -0.023 -0.293 -0.220 -0.770 -0.1496
C 0.842 0.011 0.457 -0.102 0.787 1.008 -0.2710
H 1.505 -0.124 1.312 0.112 0.378 -0.389 0.1423
Cl 0.443 -1.212 -2.046 -0.169 0.272 0.011 0.6050
H -2.476 0.758 -0.087 1.036 -0.077 0.033 0.1176
N 0.687 1.323 -0.122 0.037 -0.006 -0.038 -0.0347
H 0.823 -2.157 0.034 -0.339 0.437 0.403 0.0973
H 1.414 1.744 -0.682 -0.239 -0.145 -0.031 0.1249
H -1.081 -0.997 1.386 0.528 0.146 -0.271 0.1329
N -0.621 1.616 -0.498 0.489 -0.621 0.667 0.0436
```
Positions in Å, forces in eV/Å.

spin multiplicity	1
HOMO-LUMO gap	9.495	eV
largest force on an atom	1.28	eV/Å
energy above the lowest of the compared OMol25 structures with the same formula, charge and spin	54.3	kcal per mole
SMILES string	Cl[C@@H]1[C@@H]2C=NN[C@H]12